(1)
{
  "formula": "C8H7O4",
  "method": "the ωB97M-V functional and the def2-TZVPD basis",
  "multiplicity": 3,
  "max_force_ha_per_bohr": 0.1291,
  "s2": 2.01,
  "total_energy_ha": -609.780165,
  "e_above_lowest_kj_mol": 314.8,
  "total_charge": -1,
  "orbital_gap_ev": [3.63, 6.84],
  "elements": ["C", "C", "C", "C", "C", "C", "C", "C", "O", "O", "O", "O", "H", "H", "H", "H", "H", "H", "H"],
  "coordinates": [[0.986, -0.668, 1.307], [0.018, 0.228, 1.413], [1.496, -1.457, 0.108], [2.625, -0.992, -0.280], [0.726, -2.575, -0.498], [-1.453, 0.242, -0.787], [-0.804, 0.914, 0.465], [-0.475, 1.269, -0.956], [1.124, -3.211, -1.411], [3.623, -0.570, -0.605], [-1.765, 1.757, 1.032], [-1.141, 2.574, -1.335], [1.708, -0.760, 2.107], [0.079, 0.711, 2.398], [-0.404, -2.515, -0.125], [-1.242, -0.818, -1.033], [-2.508, 0.590, -0.982], [-2.210, 2.104, 0.226], [-0.383, 3.178, -1.043]]
}


(2)
{
  "formula": "C8H7O6Tl",
  "method": "the ωB97M-V functional and the def2-TZVPD basis",
  "max_force_ha_per_bohr": 0.2174,
  "total_energy_ha": -931.959637,
  "e_above_lowest_kj_mol": 627.6,
  "total_charge": 2,
  "orbital_gap_ev": 6.95,
  "elements": ["O", "C", "Tl", "O", "C", "C", "O", "C", "O", "C", "O", "H", "C", "C", "C", "O", "H", "H", "H", "H", "H", "H"],
  "coordinates": [[-0.010, 1.970, -2.483], [-0.007, 1.284, -1.565], [0.000, -0.175, -0.125], [-0.011, 2.432, 2.055], [-0.010, 1.633, 1.248], [0.011, -1.766, -1.481], [-0.087, -2.857, -1.018], [2.008, -0.216, -0.131], [3.148, -0.275, -0.275], [-2.006, -0.235, -0.129], [-3.146, -0.304, -0.271], [0.106, -1.314, -2.503], [1.314, -0.180, 4.033], [0.000, -0.020, 3.431], [-1.314, 0.163, 4.037], [0.000, -0.172, 2.170], [1.155, -0.167, 5.081], [1.985, 0.626, 3.731], [1.748, -1.132, 3.717], [-1.760, 1.114, 3.750], [-1.978, -0.647, 3.730], [-1.147, 0.130, 5.086]]
}


(3)
{
  "formula": "C8H8",
  "method": "the ωB97M-V functional and the def2-TZVPD basis",
  "max_force_ha_per_bohr": 0.0491,
  "total_energy_ha": -309.588829,
  "e_above_lowest_kj_mol": 65.6,
  "smiles": "C=Cc1ccccc1",
  "total_charge": 0,
  "orbital_gap_ev": 9.66,
  "elements": ["C", "C", "C", "C", "C", "C", "C", "C", "H", "H", "H", "H", "H", "H", "H", "H"],
  "coordinates": [[1.696, 1.361, -2.004], [1.390, 0.480, -1.072], [0.288, 0.123, -0.196], [0.636, -0.213, 1.129], [-0.401, -0.616, 1.952], [-1.696, -0.829, 1.501], [-2.001, -0.640, 0.161], [-0.992, -0.170, -0.666], [2.629, 1.153, -2.528], [1.230, 2.315, -2.267], [2.177, -0.284, -0.830], [1.759, -0.140, 1.458], [-0.039, -0.767, 2.965], [-2.423, -1.107, 2.263], [-3.018, -0.707, -0.170], [-1.234, 0.040, -1.695]]
}


(4)
{
  "formula": "C8H8",
  "method": "the ωB97M-V functional and the def2-TZVPD basis",
  "max_force_ha_per_bohr": 0.1174,
  "total_energy_ha": -309.399447,
  "e_above_lowest_kj_mol": 562.8,
  "smiles": "C=CC1=CC=CC1=C",
  "total_charge": 0,
  "orbital_gap_ev": 6.65,
  "elements": ["C", "C", "C", "C", "C", "C", "C", "C", "H", "H", "H", "H", "H", "H", "H", "H"],
  "coordinates": [[-0.161, 2.518, 0.804], [-1.035, 1.419, 0.440], [-0.741, 0.055, -0.076], [-1.587, -1.076, -0.323], [-0.657, -2.282, -0.725], [0.743, -1.849, -0.437], [0.753, -0.485, -0.121], [1.996, 0.323, -0.205], [0.830, 2.869, 0.327], [-0.794, 3.315, 1.544], [-2.217, 1.396, 0.793], [-2.803, -1.286, -0.429], [-0.818, -3.319, -1.242], [1.596, -2.536, -0.249], [1.991, 1.147, 0.473], [2.903, -0.212, -0.574]]
}


(5)
{
  "formula": "C8H8Cl2O",
  "method": "the ωB97M-V functional and the def2-TZVPD basis",
  "max_force_ha_per_bohr": 0.0682,
  "total_energy_ha": -1305.029345,
  "e_above_lowest_kj_mol": 352.5,
  "total_charge": 0,
  "orbital_gap_ev": [7.91, 6.10],
  "elements": ["C", "C", "C", "C", "C", "C", "C", "C", "O", "Cl", "Cl", "H", "H", "H", "H", "H", "H", "H", "H"],
  "coordinates": [[1.403, 0.280, -0.146], [0.049, -1.600, 1.264], [0.222, -0.358, 2.059], [-1.084, 1.737, -0.720], [-1.701, 0.486, -1.244], [0.136, -0.255, 0.617], [1.689, -0.588, -1.254], [-0.787, 0.455, -0.125], [1.949, 1.310, 0.234], [0.394, -1.682, -1.709], [3.096, -0.692, -2.206], [0.951, -2.134, 1.199], [-0.816, -2.146, 1.450], [-0.426, 0.200, 2.766], [1.195, -0.274, 2.521], [-0.261, 2.304, -1.222], [-1.678, 2.405, -0.205], [-2.682, 0.398, -0.995], [-1.649, 0.154, -2.286]]
}


(6)
{
  "formula": "C8H8Cl2Si",
  "method": "the ωB97M-V functional and the def2-TZVPD basis",
  "max_force_ha_per_bohr": 0.1165,
  "total_energy_ha": -1519.434458,
  "e_above_lowest_kj_mol": 371.6,
  "smiles": "[SiH3]/C(Cl)=C(\\Cl)c1ccccc1",
  "total_charge": 0,
  "orbital_gap_ev": 7.91,
  "elements": ["Si", "C", "Cl", "C", "Cl", "C", "C", "C", "C", "C", "C", "H", "H", "H", "H", "H", "H", "H", "H"],
  "coordinates": [[1.549, -2.123, 2.928], [1.201, -1.117, 1.262], [2.521, -1.053, 0.121], [0.076, -0.181, 1.002], [-1.159, -0.045, 2.181], [-0.290, 0.424, -0.264], [0.231, -0.022, -1.537], [-0.193, 0.568, -2.648], [-1.113, 1.636, -2.603], [-1.554, 2.140, -1.406], [-1.166, 1.522, -0.208], [2.843, -2.812, 2.876], [0.432, -2.970, 3.362], [1.262, -0.931, 3.705], [0.642, -1.026, -1.577], [0.085, 0.183, -3.625], [-1.539, 2.123, -3.513], [-2.290, 2.900, -1.332], [-1.365, 1.924, 0.814]]
}


(7)
{
  "formula": "C8H8ClNO",
  "method": "the ωB97M-V functional and the def2-TZVPD basis",
  "max_force_ha_per_bohr": 0.2365,
  "total_energy_ha": -899.718354,
  "e_above_lowest_kj_mol": 312.2,
  "smiles": "CC(=O)Nc1ccc(Cl)cc1",
  "total_charge": 0,
  "orbital_gap_ev": 9.32,
  "elements": ["C", "C", "O", "N", "C", "C", "C", "C", "Cl", "C", "C", "H", "H", "H", "H", "H", "H", "H", "H"],
  "coordinates": [[-0.306, -2.571, 0.279], [0.950, -2.007, 0.919], [1.731, -2.761, 1.617], [1.394, -0.734, 0.619], [0.584, 0.316, 0.148], [0.528, 1.552, 0.818], [-0.296, 2.515, 0.365], [-1.026, 2.387, -0.897], [-1.987, 3.702, -1.392], [-0.965, 1.234, -1.532], [-0.128, 0.179, -1.119], [-1.003, -1.949, 0.388], [-0.267, -2.679, -0.671], [-0.582, -3.626, 0.783], [2.226, -0.578, 1.174], [1.020, 1.571, 1.895], [-0.213, 3.276, 0.820], [-1.448, 0.860, -2.637], [-0.213, -0.688, -1.577]]
}


(8)
{
  "formula": "C8H8ClNS",
  "method": "the ωB97M-V functional and the def2-TZVPD basis",
  "max_force_ha_per_bohr": 0.0799,
  "total_energy_ha": -1222.527121,
  "e_above_lowest_kj_mol": 513.7,
  "total_charge": 0,
  "orbital_gap_ev": 5.22,
  "elements": ["C", "C", "C", "C", "C", "C", "C", "C", "N", "S", "Cl", "H", "H", "H", "H", "H", "H", "H", "H"],
  "coordinates": [[0.450, -1.547, 0.575], [0.162, 0.838, -0.200], [-0.255, -0.425, 0.423], [2.411, 0.658, -0.491], [-1.952, 1.239, 0.120], [1.854, -1.781, 0.192], [2.235, -0.828, -0.841], [-3.263, 1.955, -0.100], [-0.818, 1.658, -0.411], [-1.985, -0.361, 0.843], [2.820, 1.181, 1.142], [-0.018, -2.307, 1.342], [2.434, -1.732, 1.143], [1.983, -2.787, -0.138], [1.525, -0.699, -1.693], [3.190, -1.193, -1.183], [-3.727, 1.464, -1.038], [-3.020, 2.940, -0.442], [-4.028, 1.727, 0.760]]
}


(9)
{
  "formula": "C8H8FN3",
  "method": "the ωB97M-V functional and the def2-TZVPD basis",
  "max_force_ha_per_bohr": 0.0859,
  "total_energy_ha": -573.569643,
  "e_above_lowest_kj_mol": 352.0,
  "total_charge": 0,
  "orbital_gap_ev": [8.29, 6.85],
  "elements": ["C", "C", "C", "C", "C", "C", "C", "C", "N", "N", "N", "F", "H", "H", "H", "H", "H", "H", "H", "H"],
  "coordinates": [[2.382, -1.072, -1.233], [1.420, -0.126, -1.565], [0.084, 0.955, 1.546], [2.497, -1.354, 0.135], [-0.643, 1.727, 0.680], [0.998, 0.159, 0.775], [0.686, 0.474, -0.586], [-2.232, -1.018, 0.161], [1.854, -0.785, 1.122], [-0.358, 1.400, -0.584], [-0.819, 1.906, -1.645], [-3.421, -1.738, -0.027], [2.966, -1.440, -1.957], [-1.430, -1.506, -0.615], [0.014, 0.849, 2.662], [3.109, -2.223, 0.478], [-1.426, 2.386, 0.808], [-1.729, -1.252, 1.168], [-2.339, 0.060, 0.125], [-1.613, 2.598, -1.446]]
}


(10)
{
  "formula": "C8H8FP",
  "method": "the ωB97M-V functional and the def2-TZVPD basis",
  "multiplicity": 3,
  "max_force_ha_per_bohr": 0.0717,
  "s2": 2.08,
  "total_energy_ha": -750.547705,
  "total_charge": 0,
  "orbital_gap_ev": [6.94, 7.12],
  "elements": ["C", "C", "C", "C", "C", "C", "C", "C", "F", "P", "H", "H", "H", "H", "H", "H", "H", "H"],
  "coordinates": [[-1.183, 1.795, 0.804], [-0.223, 1.930, -0.146], [-1.540, 0.565, 1.471], [-0.752, -0.533, 1.717], [0.169, 0.911, -1.075], [0.459, -0.355, -0.976], [0.571, -0.794, 1.474], [0.714, -1.571, -1.770], [-0.014, -1.493, -2.957], [2.060, -1.099, 2.093], [-1.841, 2.771, 1.087], [0.030, 2.798, -0.584], [-2.586, 0.649, 1.758], [-1.189, -1.484, 2.021], [0.252, 1.267, -2.053], [0.331, -2.537, -1.455], [1.872, -1.560, -2.209], [2.871, -1.261, 0.798]]
}


(11)
{
  "formula": "C8H8N2",
  "method": "the ωB97M-V functional and the def2-TZVPD basis",
  "max_force_ha_per_bohr": 0.0997,
  "total_energy_ha": -418.949801,
  "e_above_lowest_kj_mol": 619.3,
  "total_charge": 0,
  "orbital_gap_ev": [5.95, 8.29],
  "elements": ["C", "C", "C", "C", "C", "C", "C", "C", "N", "N", "H", "H", "H", "H", "H", "H", "H", "H"],
  "coordinates": [[1.212, -2.664, -1.846], [1.687, -2.243, 0.369], [-0.502, -1.325, -0.671], [-0.299, -0.088, -0.508], [0.688, -2.279, -0.649], [-1.675, -2.139, -1.101], [1.194, 1.095, 0.998], [0.275, 1.116, -0.261], [1.681, -2.987, -2.855], [2.412, -2.235, 1.287], [-1.677, -3.088, -0.593], [-1.457, -2.267, -2.152], [-2.556, -1.641, -0.861], [0.748, 1.708, 1.799], [2.286, 1.425, 0.847], [1.152, 0.032, 1.303], [0.837, 1.503, -1.152], [-0.390, 1.984, -0.176]]
}


(12)
{
  "formula": "C8H8N2O3",
  "method": "the ωB97M-V functional and the def2-TZVPD basis",
  "max_force_ha_per_bohr": 0.1061,
  "total_energy_ha": -644.710810,
  "e_above_lowest_kj_mol": 451.0,
  "smiles": "C=C(O)c1c(N)cccc1[N+](=O)[O-]",
  "total_charge": 0,
  "orbital_gap_ev": 8.61,
  "elements": ["C", "C", "O", "C", "C", "N", "C", "C", "C", "C", "N", "O", "O", "H", "H", "H", "H", "H", "H", "H", "H"],
  "coordinates": [[0.594, 2.259, 1.197], [0.767, 1.761, 0.008], [0.681, 2.340, -1.254], [0.723, 0.036, -0.225], [-0.481, -0.629, -0.431], [-1.722, 0.017, -0.620], [-0.441, -1.997, -0.401], [0.710, -2.727, -0.272], [1.921, -2.011, -0.162], [1.856, -0.676, -0.009], [3.086, 0.054, 0.113], [3.961, -0.430, 0.811], [3.170, 1.084, -0.515], [0.331, 3.359, 1.294], [0.750, 1.526, 2.015], [1.094, 1.635, -1.805], [-2.565, -0.587, -0.848], [-1.632, 0.851, -1.144], [-1.364, -2.585, -0.791], [0.850, -3.812, -0.287], [2.905, -2.660, -0.038]]
}


Please write out number 9 again, unchanged.
{
  "formula": "C8H8FN3",
  "method": "the ωB97M-V functional and the def2-TZVPD basis",
  "max_force_ha_per_bohr": 0.0859,
  "total_energy_ha": -573.569643,
  "e_above_lowest_kj_mol": 352.0,
  "total_charge": 0,
  "orbital_gap_ev": [8.29, 6.85],
  "elements": ["C", "C", "C", "C", "C", "C", "C", "C", "N", "N", "N", "F", "H", "H", "H", "H", "H", "H", "H", "H"],
  "coordinates": [[2.382, -1.072, -1.233], [1.420, -0.126, -1.565], [0.084, 0.955, 1.546], [2.497, -1.354, 0.135], [-0.643, 1.727, 0.680], [0.998, 0.159, 0.775], [0.686, 0.474, -0.586], [-2.232, -1.018, 0.161], [1.854, -0.785, 1.122], [-0.358, 1.400, -0.584], [-0.819, 1.906, -1.645], [-3.421, -1.738, -0.027], [2.966, -1.440, -1.957], [-1.430, -1.506, -0.615], [0.014, 0.849, 2.662], [3.109, -2.223, 0.478], [-1.426, 2.386, 0.808], [-1.729, -1.252, 1.168], [-2.339, 0.060, 0.125], [-1.613, 2.598, -1.446]]
}


Repeat the first record exactly.
{
  "formula": "C8H7O4",
  "method": "the ωB97M-V functional and the def2-TZVPD basis",
  "multiplicity": 3,
  "max_force_ha_per_bohr": 0.1291,
  "s2": 2.01,
  "total_energy_ha": -609.780165,
  "e_above_lowest_kj_mol": 314.8,
  "total_charge": -1,
  "orbital_gap_ev": [3.63, 6.84],
  "elements": ["C", "C", "C", "C", "C", "C", "C", "C", "O", "O", "O", "O", "H", "H", "H", "H", "H", "H", "H"],
  "coordinates": [[0.986, -0.668, 1.307], [0.018, 0.228, 1.413], [1.496, -1.457, 0.108], [2.625, -0.992, -0.280], [0.726, -2.575, -0.498], [-1.453, 0.242, -0.787], [-0.804, 0.914, 0.465], [-0.475, 1.269, -0.956], [1.124, -3.211, -1.411], [3.623, -0.570, -0.605], [-1.765, 1.757, 1.032], [-1.141, 2.574, -1.335], [1.708, -0.760, 2.107], [0.079, 0.711, 2.398], [-0.404, -2.515, -0.125], [-1.242, -0.818, -1.033], [-2.508, 0.590, -0.982], [-2.210, 2.104, 0.226], [-0.383, 3.178, -1.043]]
}